1.
Formula: C12H32BrF2NO18S6V
Source: the Open Molecules 2025 dataset
Level of theory: ωB97M-V/def2-TZVPD

The geometry in ORCA input format:
```
! RIJCOSX wB97M-V def2-TZVPD def2/J DEFGRID3
* xyz -1 1
O -0.1075 -0.3580 0.3531
V 0.2476 -1.6409 -0.4509
O 1.3806 -1.2499 -1.4859
N 1.1304 -3.3265 0.5437
S 1.6941 -3.2448 2.1105
O 3.0025 -2.6589 2.2585
O 1.3884 -4.3375 2.9955
F 0.6904 -2.0939 2.5608
S 1.6168 -4.7510 0.1132
O 0.7384 -5.8511 0.4190
O 3.0230 -4.9962 0.0427
F 1.3124 -4.4540 -1.4684
Br -2.4384 -2.2044 -0.7824
O 0.5257 1.7959 5.9373
S 0.7560 0.7508 4.9487
O 0.3765 -0.6183 5.2088
O 0.1342 1.1448 3.5364
C 0.3508 2.4582 3.0042
C -0.7945 2.7760 2.0989
C 2.4751 0.8872 4.5049
H 1.3133 2.5403 2.4901
H 0.4362 3.1876 3.8141
H -1.1193 1.9723 1.4364
H -0.6555 3.6717 1.4885
H -1.6984 3.0282 2.6656
H 2.7227 1.9446 4.5928
H 2.6626 0.4056 3.5487
H 3.1609 0.4423 5.2278
O 3.4319 0.5907 -3.5381
S 4.1797 -0.4181 -4.2480
O 5.0867 -0.1042 -5.3228
O 5.0657 -1.2893 -3.2019
C 4.4378 -1.7417 -1.9685
C 5.4174 -2.3664 -0.9993
C 3.0361 -1.6763 -4.8327
H 3.7641 -2.4820 -2.4142
H 3.8641 -0.9261 -1.5297
H 5.9454 -1.5762 -0.4694
H 6.0851 -3.0759 -1.4842
H 4.8013 -2.9452 -0.3092
H 3.6567 -2.4909 -5.1930
H 2.5247 -1.1391 -5.6305
H 2.3496 -1.9743 -4.0462
O -0.6592 0.1726 -2.5736
S -0.8408 1.5583 -2.8419
O -0.7010 2.1099 -4.1743
O -2.3158 1.9511 -2.2464
C -3.4585 1.4193 -2.9589
C -3.7953 2.3212 -4.1586
C 0.1058 2.5056 -1.6988
H -4.2824 1.5194 -2.2624
H -3.2917 0.4274 -3.3728
H -3.0059 2.4313 -4.8938
H -4.1548 3.3128 -3.8739
H -4.6636 1.8816 -4.6661
H -0.2350 2.1678 -0.7225
H -0.1480 3.5535 -1.8353
H 1.1462 2.2766 -1.9169
O -5.1428 -0.5314 4.1885
S -4.4064 -0.6121 2.9599
O -4.6837 -1.7190 2.0878
O -4.7488 0.8013 2.1690
C -4.2928 0.8863 0.7996
C -4.1238 2.4162 0.6012
C -2.5859 -0.4077 3.1648
H -5.0287 0.4924 0.1025
H -3.3504 0.3781 0.5841
H -4.3185 2.6460 -0.4488
H -3.1353 2.8363 0.7649
H -4.8897 2.8997 1.2032
H -2.4609 -0.9248 4.1122
H -2.3259 0.6314 3.0320
H -2.1776 -1.0060 2.3502
*
```

Computed properties:
Energy = -7992.45103 a.u.
ΔE to the lowest compared entry with this formula, charge and spin = 1.6 kcal/mol
Maximum force = 6.88 eV Å⁻¹
Gap between HOMO and LUMO = 8.18 eV
Lowest unoccupied orbital energy = 1.2 eV

---

2.
Formula: C12H32BrN4O4
Source: the Open Molecules 2025 dataset
Level of theory: ωB97M-V/def2-TZVPD

The geometry in ORCA input format:
```
! RIJCOSX wB97M-V def2-TZVPD def2/J DEFGRID3
* xyz 3 1
Br -18.0626 -7.4495 14.9182
C -20.2833 -11.3915 18.7232
C -20.1978 -9.9693 18.2336
O -21.1035 -9.2680 17.9817
N -18.8221 -9.5258 17.7918
H -18.3866 -10.1502 17.1103
H -18.8988 -8.6073 17.3290
C -17.9293 -9.3225 19.0061
H -19.5214 -11.5904 19.4714
H -20.2045 -11.9705 17.7955
H -21.2610 -11.6375 19.1274
H -17.7406 -10.2835 19.4673
H -18.3870 -8.5971 19.6710
H -17.0096 -8.9128 18.5929
C -16.2006 -3.7379 15.9736
C -15.5056 -4.7394 16.8595
O -15.2724 -4.5411 18.0007
N -15.0246 -6.0136 16.1745
H -15.8880 -6.2867 15.6608
H -14.2763 -5.7378 15.5319
C -14.6466 -7.0501 17.1898
H -16.8036 -3.1770 16.6833
H -16.7471 -4.1523 15.1273
H -15.4580 -3.0725 15.5237
H -13.5993 -6.9805 17.4570
H -14.8560 -8.0250 16.7514
H -15.3034 -6.9401 18.0448
C -20.3849 -2.2370 14.9851
C -19.7513 -3.4410 14.3121
O -18.8015 -3.4487 13.6216
N -20.6831 -4.6797 14.3399
H -20.2218 -5.3634 14.9597
H -21.6413 -4.4912 14.6365
C -20.7742 -5.2874 12.9657
H -19.8676 -1.3542 14.6061
H -20.2754 -2.3831 16.0589
H -21.3853 -2.0499 14.5873
H -21.2621 -4.7465 12.1520
H -21.4500 -6.1216 13.1533
H -19.8195 -5.5655 12.5335
C -17.6399 -7.7395 11.0759
C -17.5455 -9.2207 11.1347
O -17.2373 -9.9159 10.2476
N -17.9490 -9.9310 12.4388
H -17.8864 -9.3275 13.2855
H -18.9460 -10.1415 12.3387
C -17.0723 -11.1403 12.6782
H -17.1569 -7.3273 11.9672
H -18.6798 -7.4092 11.1078
H -17.1635 -7.3823 10.1697
H -16.0440 -10.9096 12.4126
H -17.4529 -11.9240 12.0331
H -17.0815 -11.3400 13.7453
*
```

Computed properties:
Energy = -3569.45725 a.u.
ΔE to the lowest compared entry with this formula, charge and spin = 25.8 kcal/mol
Maximum force = 2.88 eV Å⁻¹
Gap between HOMO and LUMO = 10.26 eV
Lowest unoccupied orbital energy = -8.0 eV

---

3.
Formula: C12H32FO4Zn
Source: the Open Molecules 2025 dataset
Level of theory: ωB97M-V/def2-TZVPD

The geometry in ORCA input format:
```
! RIJCOSX wB97M-V def2-TZVPD def2/J DEFGRID3
* xyz 1 1
Zn 2.1111 0.5246 2.0984
F 0.8387 0.6364 0.7584
C 2.2431 3.3050 -1.9658
C 0.7208 3.3675 -1.8160
C -0.0563 2.4056 -2.7431
O 0.2024 3.1817 -0.5279
H 2.6901 4.1055 -1.3709
H 2.4043 3.6528 -2.9877
H 2.7219 2.3584 -1.7202
H 0.3826 4.3473 -2.1592
H 0.0906 1.3618 -2.4303
H 0.1121 2.3570 -3.8191
H -1.1228 2.5373 -2.5557
H 0.3927 2.3283 -0.1307
C 3.9075 -4.1064 -0.0224
C 4.0365 -2.6191 -0.2324
C 2.6555 -2.0724 -0.6234
O 4.4732 -2.0281 1.0070
H 3.1658 -4.3664 0.7409
H 4.8049 -4.6178 0.3297
H 3.5975 -4.6554 -0.9136
H 4.7874 -2.4400 -0.9998
H 1.8948 -2.4644 0.0526
H 2.4938 -2.4272 -1.6418
H 2.6898 -0.9799 -0.6692
H 3.6950 -2.1160 1.5736
C -3.3087 1.7246 3.6757
C -2.6086 1.3378 2.3630
C -2.7941 2.4467 1.3754
O -1.2383 1.1137 2.6538
H -4.3955 1.7813 3.6105
H -2.9824 2.7094 4.0202
H -3.1199 1.0571 4.5200
H -3.0681 0.4036 2.0215
H -3.7019 3.0241 1.5515
H -2.8774 2.1074 0.3368
H -1.9555 3.1421 1.2994
H -0.8567 0.7568 1.8437
C -3.2272 -1.7966 -0.1671
C -1.7231 -1.6970 -0.1580
C -1.0923 -2.6938 -1.1218
O -1.3601 -0.3902 -0.5892
H -3.8365 -1.0085 0.2644
H -3.5972 -2.7945 0.0770
H -3.4704 -1.8263 -1.2381
H -1.3898 -1.8352 0.8793
H -1.0901 -3.7288 -0.7551
H -0.0479 -2.4851 -1.3438
H -1.6992 -2.8602 -2.0136
H -0.4920 -0.0646 -0.3368
*
```

Computed properties:
Energy = -2656.14549 a.u.
ΔE to the lowest compared entry with this formula, charge and spin = 130.7 kcal/mol
Maximum force = 2.28 eV Å⁻¹
Gap between HOMO and LUMO = 3.22 eV
Lowest unoccupied orbital energy = -9.4 eV

---

4.
Formula: C12H32IInOP2Si
Source: the Open Molecules 2025 dataset
Level of theory: ωB97M-V/def2-TZVPD

The geometry in ORCA input format:
```
! RIJCOSX wB97M-V def2-TZVPD def2/J DEFGRID3
* xyz 2 1
C 0.2611 3.5449 -0.8890
I 1.0733 2.0460 -2.6763
H -0.0582 3.1431 0.0924
H -0.5494 4.1083 -1.3827
H 1.1349 4.2111 -0.7766
In 0.1421 0.7569 -0.5696
P -2.4897 1.2404 -0.9384
C -2.6985 1.1896 -2.7580
C -3.8796 0.1891 -0.3816
H -4.8184 0.6127 -0.7645
H -4.1898 2.9522 -0.7472
H -3.9145 0.1685 0.7144
H -2.9884 3.0649 0.5688
H -2.2265 0.2843 -3.1599
H -3.7675 -0.8365 -0.7504
C -3.1218 2.9062 -0.5069
H -3.7725 1.1651 -2.9908
H -2.5841 3.6861 -1.0508
H -2.2348 2.0642 -3.2284
P 2.1883 1.1274 1.0969
C 3.6935 0.9907 0.0598
C 2.2406 2.8448 1.7279
H 1.8093 0.2224 3.3088
H 3.5507 0.5310 3.0031
H 2.7546 -0.9211 2.3062
C 2.6175 0.1384 2.5656
H 1.3917 2.9913 2.4106
H 3.1790 2.9956 2.2783
H 4.5775 1.0175 0.7156
H 3.7393 1.8125 -0.6668
H 2.1680 3.5697 0.9101
H 3.6777 0.0345 -0.4830
C 0.9857 -0.9387 -2.5983
O 1.4771 -1.2913 -3.5641
C 0.9127 -3.5932 -1.0397
Si 0.0526 -2.9629 0.5089
C -1.3067 -4.2335 0.8808
C 1.2806 -3.0993 1.9351
C -0.7028 -1.2299 0.3015
H 1.0826 -4.6814 -0.9489
H 1.8914 -3.1183 -1.1954
H 0.3007 -3.4339 -1.9391
H -0.8818 -5.2383 1.0184
H -1.8508 -3.9741 1.7984
H -2.0339 -4.2893 0.0603
H 2.3152 -3.0869 1.5772
H 1.1474 -2.2943 2.6621
H 1.1263 -4.0497 2.4602
H -1.6383 -1.4025 -0.2625
H -1.0632 -0.9343 1.3074
*
```

Computed properties:
Energy = -2011.07780 a.u.
Maximum force = 5.08 eV Å⁻¹
Gap between HOMO and LUMO = 5.79 eV
Lowest unoccupied orbital energy = -8.6 eV

---

5.
Formula: C12H32Li2N2O2
Source: the Open Molecules 2025 dataset
Level of theory: ωB97M-V/def2-TZVPD

The geometry in ORCA input format:
```
! RIJCOSX wB97M-V def2-TZVPD def2/J DEFGRID3
* xyz 0 1
Li -0.6820 -0.4268 -0.2273
Li 0.7198 0.6815 0.2245
O 0.1390 -0.2820 0.8658
H -0.2825 -0.4549 1.7301
O 0.0436 0.5258 -0.8933
H -0.2019 0.9461 -1.7405
C 2.9125 -0.7252 0.4650
C 2.7344 0.5541 1.3030
N 1.8129 1.5156 0.6561
C 1.6392 2.6827 1.5857
C 0.7239 2.1705 2.7689
C 2.5177 2.0106 -0.5156
C 1.6214 3.1013 -1.2186
H 1.9650 -1.1207 0.0992
H 3.3156 -1.5629 1.0341
H 3.5929 -0.5952 -0.3766
H 2.4041 0.2255 2.2884
H 3.6355 1.0880 1.6050
H 2.5732 3.0582 2.0036
H 1.2673 3.5779 1.0872
H 0.1070 2.9221 3.2614
H -0.0455 1.4431 2.5099
H 1.4411 1.7934 3.4979
H 2.7760 1.1770 -1.1687
H 3.4850 2.4618 -0.2943
H 1.8239 2.9082 -2.2721
H 1.7283 4.1168 -0.8372
H 0.5630 2.8408 -1.2138
C -2.7925 0.6222 -1.4432
C -2.7719 -0.3735 -0.2801
N -1.7403 -1.3508 -0.4701
C -1.5710 -2.2639 0.6968
C -0.2428 -3.0035 0.5878
C -1.6820 -2.0857 -1.7451
C -2.9451 -2.7656 -2.1406
H -3.6007 1.3452 -1.3330
H -3.1638 0.1587 -2.3572
H -1.8602 1.1352 -1.6792
H -2.5248 0.0264 0.7034
H -3.7740 -0.7345 -0.0483
H -1.7475 -1.7128 1.6206
H -2.3461 -3.0212 0.8146
H -0.3642 -4.0131 0.1951
H 0.6845 -2.4976 0.3191
H 0.0235 -3.2001 1.6263
H -0.8400 -2.7774 -1.7720
H -1.4397 -1.2990 -2.4596
H -3.7906 -2.0837 -2.0502
H -3.0785 -3.7963 -1.8122
H -2.7628 -2.9423 -3.2007
*
```

Computed properties:
Energy = -751.07893 a.u.
ΔE to the lowest compared entry with this formula, charge and spin = 324.5 kcal/mol
Maximum force = 19.66 eV Å⁻¹
Gap between HOMO and LUMO = 8.86 eV
Lowest unoccupied orbital energy = 0.5 eV

---

6.
Formula: C12H32MnN8O2
Source: the Open Molecules 2025 dataset
Level of theory: ωB97M-V/def2-TZVPD

The geometry in ORCA input format:
```
! RIJCOSX wB97M-V def2-TZVPD def2/J DEFGRID3
* xyz 4 4
Mn -0.1118 -1.4424 -1.2029
N 0.2835 -3.0483 -0.0466
C 1.7937 -3.3636 -0.1251
C 2.4933 -2.5594 -1.2477
N 1.4990 -2.2416 -2.3072
C 1.0728 -3.5035 -3.0554
C -0.2515 -3.1472 -3.7559
N -1.1006 -2.5685 -2.6536
C 2.0592 -1.1945 -3.2761
C 1.5855 0.1697 -2.7965
N 0.1059 0.1641 -2.5009
H 0.0632 -3.0832 0.9469
H -0.2654 -3.7437 -0.5001
H 1.8992 -4.4344 -0.2617
H 2.2233 -3.0710 0.8507
H 3.2998 -3.1883 -1.6688
H 2.9674 -1.6841 -0.7613
H 0.9973 -4.3208 -2.3463
H 1.8687 -3.7635 -3.7487
H -0.7177 -4.0325 -4.2146
H -0.1182 -2.4135 -4.5346
H -1.7479 -3.2806 -2.2397
H -1.7663 -1.8937 -2.9790
H 1.7028 -1.3794 -4.2616
H 3.1630 -1.1936 -3.2092
H 1.8577 0.9215 -3.5357
H 2.1964 0.2981 -1.9572
H -0.4280 0.0621 -3.3706
H -0.1784 0.9998 -2.0107
N 0.5383 -0.1788 0.2744
C -0.5704 -0.1771 1.2834
C -0.6966 1.0258 2.2611
C -1.1289 2.3825 1.7186
C -2.2461 3.0548 2.5669
N -1.6889 3.5526 3.8328
C -1.0615 4.7031 4.0480
N -0.5502 4.9872 5.2519
N -0.9337 5.6811 3.1538
C -1.8882 -0.2761 0.5767
O -2.9228 -0.0688 1.0805
O -1.7843 -0.9706 -0.6385
H 1.3746 -0.4636 0.7821
H 0.8197 0.7658 0.0364
H -0.4590 -1.0233 1.9506
H 0.2639 1.1777 2.7322
H -1.4351 0.5944 2.9610
H -1.4588 2.4101 0.6673
H -0.2389 3.0684 1.6211
H -3.0178 2.3774 2.8497
H -2.6772 3.8097 1.9984
H -1.8733 3.0231 4.6787
H -0.6582 4.3422 5.9988
H -0.1695 5.8942 5.3996
H -1.5484 5.7389 2.3735
H -0.4348 6.5051 3.3109
*
```

Computed properties:
Energy = -2214.51420 a.u.
Maximum force = 2.59 eV Å⁻¹
Gap between HOMO and LUMO (spin up / spin down) = 5.14 / 6.04 eV
Lowest unoccupied orbital energy (spin up / spin down) = -15.5 / -14.6 eV